A cluster of 2 separate species, CH8NO in total at a distorted geometry, computed with the ωB97M-V functional and the def2-TZVPD basis.

spin multiplicity: 2
gap between HOMO and LUMO (alpha / beta): 4.63 / 11.59 eV
relative energy (zero: lowest compared OMol25 entry of this formula, charge and spin): 38.7 kJ/mol
E_tot: -172.751703 hartree
HOMO energy (alpha / beta): -3.7777 / -10.9829 eV
net charge: 0
LUMO (alpha / beta): 0.86 / 0.61 eV

Positions of all 11 atoms, in Å:
1 N -0.19 -2.00 0.64
2 H 0.65 -2.45 1.05
3 H 0.19 -1.58 -0.23
4 H -0.68 -1.26 1.18
5 H -0.87 -2.82 0.53
6 C -0.09 1.91 -0.47
7 O 0.53 0.62 -0.56
8 H 0.47 2.71 0.01
9 H -1.06 1.76 0.02
10 H -0.42 2.23 -1.47
11 H 1.46 0.88 -0.71

A structure of composition C10H10BrClFe at a distorted geometry, computed with the ωB97M-V functional and the def2-TZVPD basis.

spin multiplicity: 5
gap between HOMO and LUMO (alpha / beta): 5.45 / 5.50 eV
relative energy (zero: lowest compared OMol25 entry of this formula, charge and spin): 0.0 kJ/mol
E_tot: -4684.969145 hartree
HOMO energy (alpha / beta): 0.3436 / 0.2666 eV
net charge: -2
LUMO (alpha / beta): 5.80 / 5.77 eV

Positions of all 23 atoms, in Å:
1 C 2.81 2.58 -0.17
2 C 2.44 1.35 -0.76
3 C 2.36 0.38 0.30
4 H 2.33 1.14 -1.84
5 C 2.73 1.03 1.51
6 C 3.01 2.38 1.21
7 H 3.37 3.14 1.93
8 H 2.97 3.53 -0.73
9 H 2.17 -0.71 0.16
10 H 2.84 0.53 2.48
11 Fe 0.50 1.64 0.43
12 Cl 0.15 3.67 1.22
13 C -3.47 -1.27 -0.12
14 C -2.82 -2.24 0.70
15 C -1.93 -3.00 -0.12
16 H -3.03 -2.43 1.75
17 C -2.03 -2.51 -1.46
18 C -2.98 -1.43 -1.46
19 H -3.33 -0.90 -2.35
20 H -4.26 -0.59 0.18
21 H -1.35 -3.86 0.19
22 H -1.54 -2.92 -2.33
23 Br -0.92 0.49 -0.71

The ion C6H7BrClO7 with charge -1 at a distorted geometry, computed with the ωB97M-V functional and the def2-TZVPD basis.

spin multiplicity: 3
gap between HOMO and LUMO (alpha / beta): 6.10 / 6.33 eV
E_tot: -3793.640026 hartree
HOMO energy (alpha / beta): -3.0042 / -5.7754 eV
net charge: -1
LUMO (alpha / beta): 3.10 / 0.55 eV

Positions of all 22 atoms, in Å:
1 C 2.26 0.94 1.06
2 C -2.60 -1.58 0.55
3 C 1.64 1.55 -0.22
4 C 0.56 0.46 -0.67
5 C -1.87 -0.50 -0.32
6 C -0.45 0.00 0.46
7 O -3.57 -2.03 -0.11
8 O 3.17 0.17 1.03
9 O -2.12 -1.90 1.64
10 O 2.61 1.59 -1.24
11 O 1.35 -0.61 -1.24
12 O -1.69 -1.07 -1.51
13 O 0.16 -0.91 1.09
14 Cl -0.83 1.52 1.60
15 Br -3.02 1.15 -0.50
16 H 1.97 1.39 1.97
17 H 1.26 2.55 0.05
18 H -0.06 0.90 -1.49
19 H 2.62 0.60 -1.54
20 H 1.73 -1.15 -0.51
21 H -2.56 -1.48 -1.70
22 H -0.57 -1.59 1.60

A structure of composition C4H5BaLiO5 at a distorted geometry, computed with the ωB97M-V functional and the def2-TZVPD basis.

spin multiplicity: 2
gap between HOMO and LUMO (alpha / beta): 10.06 / 8.66 eV
relative energy (zero: lowest compared OMol25 entry of this formula, charge and spin): 0.0 kJ/mol
E_tot: -563.638031 hartree
HOMO energy (alpha / beta): -20.3553 / -20.3569 eV
net charge: +3
LUMO (alpha / beta): -10.29 / -11.70 eV

Positions of all 16 atoms, in Å:
1 O 1.04 2.38 1.59
2 C 0.04 1.74 1.11
3 O -1.09 1.90 1.63
4 O 0.27 0.97 0.08
5 C -0.37 -0.73 -1.30
6 C -0.89 0.53 -0.73
7 Ba -0.30 3.92 3.63
8 H -1.17 -1.28 -1.81
9 H 0.36 -0.29 -2.05
10 H -1.78 0.35 -0.12
11 H -1.05 1.30 -1.50
12 Li 2.76 2.36 0.87
13 O 0.38 -1.71 -0.48
14 C 0.32 -2.92 -0.71
15 O 0.88 -3.80 -0.01
16 H 0.60 -4.72 -0.20

An isolated molecule of C21H26FN3O2S, computed with the ωB97M-V functional and the def2-TZVPD basis.

gap between HOMO and LUMO: 9.55 eV
relative energy (zero: lowest compared OMol25 entry of this formula, charge and spin): 15.4 kJ/mol
E_tot: -1628.695313 hartree
HOMO energy: -8.8669 eV
net charge: 0
LUMO: 0.68 eV

Positions of all 54 atoms, in Å:
1 C 0.60 4.33 0.80
2 H 0.70 4.86 1.74
3 H -0.46 4.30 0.52
4 H 1.14 4.88 0.03
5 C 1.15 2.91 0.93
6 C 0.91 2.17 -0.34
7 N -0.26 1.83 -0.75
8 C -0.23 1.15 -1.93
9 C 1.02 0.98 -2.45
10 S 2.20 1.70 -1.42
11 H 1.31 0.48 -3.35
12 C -1.53 0.67 -2.48
13 N -2.44 0.42 -1.39
14 C -3.14 -0.73 -1.27
15 O -3.11 -1.61 -2.11
16 C -4.00 -0.89 -0.01
17 C -3.24 -1.81 0.96
18 N -2.05 -1.15 1.45
19 C -2.10 0.14 1.85
20 O -1.12 0.77 2.19
21 C -3.51 0.69 1.93
22 C -4.39 0.41 0.70
23 H -4.34 1.25 0.00
24 H -5.43 0.34 1.03
25 H -3.45 1.76 2.13
26 H -3.97 0.23 2.81
27 C -0.77 -1.83 1.39
28 H -0.12 -1.33 2.11
29 H -0.91 -2.87 1.68
30 C -0.14 -1.73 -0.01
31 C 1.33 -2.04 0.03
32 C 2.19 -1.16 0.67
33 C 3.54 -1.42 0.69
34 C 4.08 -2.56 0.10
35 C 3.21 -3.44 -0.52
36 C 1.85 -3.19 -0.56
37 H 1.19 -3.88 -1.06
38 H 3.61 -4.33 -0.99
39 H 5.14 -2.73 0.14
40 F 4.37 -0.55 1.30
41 H 1.80 -0.26 1.13
42 H -0.66 -2.39 -0.71
43 H -0.26 -0.70 -0.34
44 H -3.90 -2.06 1.80
45 H -2.95 -2.73 0.45
46 H -4.89 -1.42 -0.34
47 H -2.32 1.04 -0.61
48 H -1.41 -0.26 -3.05
49 H -1.96 1.43 -3.15
50 C 2.62 2.94 1.31
51 H 2.75 3.45 2.26
52 H 3.20 3.46 0.55
53 H 3.03 1.93 1.41
54 H 0.57 2.39 1.70

A cluster of 8 separate species, C30H83ClN7O4 in total at a distorted geometry, computed with the ωB97M-V functional and the def2-TZVPD basis.

gap between HOMO and LUMO: 5.79 eV
relative energy (zero: lowest compared OMol25 entry of this formula, charge and spin): 149.6 kJ/mol
E_tot: -2336.667680 hartree
HOMO energy: -9.3335 eV
net charge: +1
LUMO: -3.54 eV

Positions of all 125 atoms, in Å:
1 N 2.01 1.63 -0.74
2 H 1.49 2.31 -1.34
3 H 2.05 1.95 0.22
4 H 2.96 1.44 -1.11
5 H 1.57 0.71 -0.79
6 N 1.27 -0.20 3.80
7 H 1.03 -1.19 3.79
8 H 0.77 0.26 4.55
9 H 1.10 0.23 2.87
10 H 2.27 0.01 3.88
11 Cl 0.38 -1.54 0.26
12 O -0.15 -2.83 0.56
13 O 0.26 -1.11 -1.10
14 O -0.34 -0.54 1.07
15 O 1.76 -1.37 0.64
16 C 6.65 1.29 -3.79
17 C 5.14 1.39 -3.54
18 N 4.78 1.34 -2.11
19 C 5.53 2.33 -1.30
20 C 5.17 3.74 -1.70
21 C 4.99 -0.02 -1.54
22 C 4.07 -1.03 -2.23
23 H 6.83 0.99 -4.82
24 H 7.15 0.58 -3.14
25 H 7.14 2.27 -3.70
26 H 4.79 2.35 -3.93
27 H 4.62 0.64 -4.13
28 H 5.18 2.23 -0.26
29 H 6.60 2.14 -1.26
30 H 4.21 4.13 -1.35
31 H 5.93 4.38 -1.24
32 H 5.27 3.96 -2.76
33 H 4.69 0.08 -0.49
34 H 6.04 -0.33 -1.56
35 H 3.17 -0.52 -2.58
36 H 3.79 -1.79 -1.50
37 H 4.52 -1.50 -3.11
38 C -2.93 4.83 4.38
39 C -3.12 3.67 3.39
40 N -2.13 3.68 2.32
41 C -2.33 4.82 1.44
42 C -1.14 4.98 0.46
43 C -2.06 2.37 1.66
44 C -3.40 1.91 1.08
45 H -3.60 5.62 4.01
46 H -1.91 5.20 4.30
47 H -3.22 4.72 5.42
48 H -2.86 2.80 4.00
49 H -4.15 3.56 3.02
50 H -3.30 4.78 0.93
51 H -2.30 5.75 2.00
52 H -1.18 4.18 -0.29
53 H -1.16 5.96 -0.01
54 H -0.21 4.79 1.00
55 H -1.72 1.68 2.44
56 H -1.24 2.34 0.94
57 H -4.20 1.65 1.77
58 H -3.33 1.00 0.48
59 H -3.64 2.63 0.30
60 C 0.35 1.39 -5.10
61 C 0.81 1.46 -3.65
62 N 0.50 2.72 -2.98
63 C 1.34 3.84 -3.45
64 C 1.46 4.97 -2.43
65 C -0.93 3.10 -2.92
66 C -1.70 2.05 -2.14
67 H 0.64 2.27 -5.69
68 H -0.73 1.26 -5.18
69 H 0.88 0.57 -5.60
70 H 0.44 0.63 -3.06
71 H 1.89 1.26 -3.62
72 H 1.01 4.24 -4.41
73 H 2.38 3.47 -3.49
74 H 0.51 5.49 -2.35
75 H 2.28 5.61 -2.77
76 H 1.76 4.66 -1.43
77 H -1.08 4.10 -2.54
78 H -1.32 3.09 -3.95
79 H -1.79 1.05 -2.56
80 H -1.32 1.88 -1.14
81 H -2.70 2.49 -2.06
82 C -2.36 -1.30 3.89
83 C -3.68 -0.58 4.18
84 N -4.61 -1.38 4.97
85 C -4.92 -2.67 4.39
86 C -5.88 -3.48 5.23
87 C -5.81 -0.56 5.20
88 C -5.57 0.74 5.94
89 H -1.98 -1.71 4.83
90 H -1.75 -0.50 3.47
91 H -2.46 -2.09 3.15
92 H -3.40 0.33 4.71
93 H -4.11 -0.22 3.23
94 H -5.34 -2.54 3.38
95 H -4.03 -3.30 4.25
96 H -5.65 -3.65 6.28
97 H -6.89 -3.14 5.02
98 H -5.90 -4.50 4.84
99 H -6.41 -1.04 5.99
100 H -6.38 -0.42 4.27
101 H -6.48 1.24 6.27
102 H -5.09 1.46 5.26
103 H -4.98 0.71 6.85
104 C 2.19 -4.25 -2.04
105 C 0.90 -5.03 -1.75
106 N 0.99 -6.39 -2.29
107 C 1.62 -7.29 -1.33
108 C 0.83 -7.61 -0.07
109 C -0.25 -6.92 -2.85
110 C 0.06 -8.19 -3.64
111 H 3.11 -4.74 -1.74
112 H 2.07 -3.27 -1.57
113 H 2.33 -4.13 -3.12
114 H 0.77 -5.06 -0.67
115 H 0.10 -4.45 -2.20
116 H 1.88 -8.22 -1.84
117 H 2.57 -6.83 -1.04
118 H 0.38 -6.81 0.53
119 H -0.14 -8.06 -0.33
120 H 1.46 -8.23 0.57
121 H -0.67 -6.22 -3.59
122 H -1.07 -7.00 -2.13
123 H 0.14 -9.10 -3.04
124 H 0.97 -8.13 -4.23
125 H -0.79 -8.42 -4.29

A cluster of 3 separate species, C28H20F5O10S in total at a distorted geometry, computed with the ωB97M-V functional and the def2-TZVPD basis.

gap between HOMO and LUMO: 3.40 eV
E_tot: -2728.154695 hartree
HOMO energy: -4.1398 eV
net charge: -1
LUMO: -0.74 eV

Positions of all 64 atoms, in Å:
1 O -2.82 3.02 7.51
2 S -1.79 1.87 7.16
3 O -2.01 0.79 8.29
4 C -2.15 1.16 5.44
5 C -0.82 1.20 4.44
6 C -1.23 0.71 2.90
7 C -0.42 1.31 1.57
8 C -0.80 0.78 0.05
9 C -2.00 -0.35 -0.21
10 C -2.86 -0.91 1.08
11 C -2.44 -0.36 2.56
12 C 0.33 0.13 4.90
13 F 0.99 -0.54 3.72
14 F 1.43 0.95 5.54
15 C -0.19 -1.08 5.87
16 C 0.46 -1.12 7.41
17 C 0.02 -2.34 8.44
18 C -1.04 -3.52 8.01
19 C -1.71 -3.50 6.51
20 C -2.80 -4.67 6.03
21 F -4.03 -4.09 5.43
22 F -2.12 -5.55 5.04
23 F -3.12 -5.52 7.24
24 C -1.24 -2.27 5.48
25 H -0.51 2.49 7.24
26 H -2.92 1.92 4.95
27 H -2.68 0.11 5.46
28 H 0.42 2.11 1.75
29 H -0.20 1.19 -0.87
30 H -2.24 -0.73 -1.29
31 H -3.73 -1.71 1.01
32 H -3.03 -0.79 3.48
33 H 1.24 -0.30 7.77
34 H 0.53 -2.34 9.50
35 H -1.33 -4.37 8.76
36 H -1.71 -2.32 4.40
37 C 1.39 3.35 -5.51
38 C 1.60 3.07 -4.22
39 C 0.47 2.82 -3.29
40 O 0.70 2.54 -2.11
41 C -0.90 2.92 -3.82
42 C -1.11 3.20 -5.10
43 C 0.02 3.42 -6.04
44 O -0.21 3.67 -7.23
45 O -2.40 3.30 -5.61
46 O 2.88 3.00 -3.71
47 H 2.20 3.53 -6.20
48 H -1.71 2.75 -3.12
49 H -2.29 3.51 -6.56
50 H 2.77 2.78 -2.76
51 C 2.86 -2.02 -8.69
52 C 2.03 -1.02 -8.44
53 C 2.33 0.00 -7.40
54 O 1.55 0.93 -7.21
55 C 3.58 -0.15 -6.63
56 C 4.41 -1.16 -6.88
57 C 4.12 -2.16 -7.94
58 O 4.91 -3.07 -8.16
59 O 5.58 -1.31 -6.16
60 O 0.84 -0.88 -9.14
61 H 2.65 -2.77 -9.45
62 H 3.78 0.59 -5.87
63 H 6.01 -2.12 -6.53
64 H 0.41 -0.07 -8.78

The ion C6H8N3O with charge +1 at a distorted geometry, computed with the ωB97M-V functional and the def2-TZVPD basis.

spin multiplicity: 3
gap between HOMO and LUMO (alpha / beta): 7.05 / 6.25 eV
relative energy (zero: lowest compared OMol25 entry of this formula, charge and spin): 75.9 kJ/mol
E_tot: -472.481850 hartree
HOMO energy (alpha / beta): -10.7986 / -14.2803 eV
net charge: +1
LUMO (alpha / beta): -3.75 / -8.03 eV

Positions of all 18 atoms, in Å:
1 C -0.50 1.17 0.58
2 C 1.33 0.70 1.69
3 C -0.38 -0.37 0.92
4 C 0.87 -0.33 -1.72
5 C -1.01 -1.29 0.00
6 C -0.64 -0.33 -1.33
7 N 0.64 -0.51 1.63
8 N 0.79 1.66 1.10
9 N -0.71 1.00 -0.79
10 O 1.71 -0.75 -0.98
11 H -1.34 1.71 1.01
12 H 2.31 0.92 2.29
13 H 1.11 0.13 -2.59
14 H -0.52 -2.16 -0.23
15 H -2.05 -1.48 -0.12
16 H -1.37 -0.47 -2.20
17 H 0.92 -1.36 1.95
18 H -1.13 1.75 -1.21

A cluster of 2 separate species, C3H10NOS in total, computed with the ωB97M-V functional and the def2-TZVPD basis.

gap between HOMO and LUMO: 7.11 eV
relative energy (zero: lowest compared OMol25 entry of this formula, charge and spin): 23.9 kJ/mol
E_tot: -648.522472 hartree
HOMO energy: -2.9049 eV
net charge: -1
LUMO: 4.21 eV

Positions of all 16 atoms, in Å:
1 N -1.91 -1.69 0.82
2 C -2.08 -0.39 1.42
3 O -0.92 0.37 1.56
4 H -1.40 -1.57 -0.05
5 H -1.39 -2.30 1.44
6 H -2.84 0.15 0.84
7 H -2.52 -0.52 2.42
8 H -0.58 0.52 0.63
9 C 2.20 0.89 -0.54
10 C 1.35 0.43 -1.72
11 S -0.44 0.67 -1.49
12 H 1.99 0.30 0.35
13 H 2.01 1.94 -0.33
14 H 3.27 0.82 -0.79
15 H 1.57 -0.61 -1.94
16 H 1.68 0.98 -2.61

A structure of composition CH11LiO5 at a distorted geometry, computed with the ωB97M-V functional and the def2-TZVPD basis.

gap between HOMO and LUMO: 6.55 eV
relative energy (zero: lowest compared OMol25 entry of this formula, charge and spin): 97.7 kJ/mol
E_tot: -428.382548 hartree
HOMO energy: -7.0386 eV
net charge: 0
LUMO: -0.48 eV

Positions of all 18 atoms, in Å:
1 Li -0.14 -0.43 -0.26
2 C -0.23 1.72 -0.91
3 O 0.87 1.25 -0.26
4 H -0.13 2.65 -1.39
5 H -1.10 1.83 -0.32
6 H -0.42 0.82 -1.65
7 O -2.11 -0.78 -0.46
8 H -2.35 -1.75 -0.26
9 H -2.35 -0.55 -1.43
10 O -0.37 -1.25 1.42
11 H 0.65 -1.52 1.32
12 H -0.46 -1.04 2.44
13 O 1.68 1.40 2.48
14 H 2.10 2.26 2.60
15 H 1.47 1.13 1.53
16 O 0.59 -1.61 -1.43
17 H 0.72 -2.36 -1.99
18 H 1.59 -1.76 -1.43

The ion C4H3O3 with charge -1 at a distorted geometry, computed with the ωB97M-V functional and the def2-TZVPD basis.

gap between HOMO and LUMO: 7.08 eV
relative energy (zero: lowest compared OMol25 entry of this formula, charge and spin): 91.9 kJ/mol
E_tot: -379.921157 hartree
HOMO energy: -2.9184 eV
net charge: -1
LUMO: 4.16 eV

Positions of all 10 atoms, in Å:
1 C 0.10 0.71 -0.49
2 C 0.90 0.10 0.78
3 C -0.91 -0.20 -0.36
4 C -0.26 -0.84 0.93
5 O 2.02 0.30 1.23
6 O -1.96 -0.44 -0.94
7 O 0.40 1.75 -1.41
8 H -0.04 -1.82 0.56
9 H -0.65 -0.83 1.88
10 H 0.39 1.27 -2.17

A structure of composition C47H34As2N8O7S4W at a distorted geometry, computed with the ωB97M-V functional and the def2-TZVPD basis.

gap between HOMO and LUMO (alpha / beta): 6.33 / 6.44 eV
relative energy (zero: lowest compared OMol25 entry of this formula, charge and spin): 182.0 kJ/mol
E_tot: -8907.437012 hartree
HOMO energy (alpha / beta): -7.2751 / -7.3884 eV
net charge: 0
LUMO (alpha / beta): -0.94 / -0.95 eV

Positions of all 103 atoms, in Å:
1 W -0.18 0.98 0.03
2 S 1.14 0.19 -1.91
3 C 0.87 1.21 -3.31
4 C 1.68 1.13 -4.43
5 C 1.44 1.96 -5.52
6 C 2.30 1.87 -6.67
7 N 3.00 1.80 -7.58
8 C 0.39 2.88 -5.47
9 C -0.42 2.96 -4.34
10 C -0.19 2.12 -3.25
11 S -1.24 2.08 -1.88
12 C 0.13 3.75 -6.59
13 N -0.07 4.44 -7.48
14 H 2.50 0.42 -4.46
15 H -1.23 3.67 -4.32
16 N 2.60 2.91 -1.41
17 C 2.65 2.50 -0.13
18 N 1.75 1.81 0.53
19 C 2.10 1.79 1.89
20 C 3.30 2.30 2.20
21 S 4.03 2.96 0.81
22 C 1.05 1.43 2.84
23 C 1.03 1.79 4.14
24 S -0.49 1.36 4.84
25 C -1.01 0.74 3.30
26 N -0.10 0.83 2.34
27 N -2.23 0.19 3.22
28 H 1.70 2.88 -1.86
29 H 3.18 3.68 -1.66
30 H 3.75 2.39 3.17
31 H 1.76 2.35 4.68
32 H -2.91 0.46 3.91
33 H -2.59 -0.13 2.33
34 O -4.19 1.66 1.18
35 C -3.02 1.99 1.05
36 O -2.16 1.21 0.46
37 C -2.49 3.23 1.67
38 C -3.34 3.96 2.48
39 C -2.88 5.06 3.18
40 C -1.54 5.43 3.11
41 C -0.71 4.74 2.28
42 C -1.14 3.62 1.51
43 O -0.27 3.02 0.79
44 N 0.71 5.08 2.28
45 O 1.30 5.15 1.22
46 O 1.22 5.32 3.36
47 N -3.78 5.81 4.05
48 O -4.93 5.41 4.16
49 O -3.32 6.77 4.64
50 H -4.38 3.66 2.57
51 H -1.17 6.25 3.71
52 C -0.66 -2.54 2.03
53 C 0.82 -2.21 2.18
54 As 1.49 -1.37 0.59
55 C 3.35 -1.02 1.02
56 C 3.91 -1.43 2.22
57 C 5.26 -1.24 2.46
58 C 6.06 -0.65 1.50
59 C 5.51 -0.23 0.30
60 C 4.15 -0.40 0.06
61 C 1.68 -2.92 -0.58
62 C 2.54 -2.86 -1.68
63 C 2.64 -3.93 -2.55
64 C 1.87 -5.07 -2.35
65 C 1.02 -5.14 -1.25
66 C 0.93 -4.07 -0.37
67 As -2.09 -1.73 0.77
68 C -2.94 -3.49 0.55
69 C -3.52 -4.05 1.69
70 C -4.15 -5.28 1.64
71 C -4.23 -5.97 0.44
72 C -3.68 -5.42 -0.71
73 C -3.04 -4.19 -0.65
74 C -1.89 -1.30 -1.12
75 C -3.11 -0.68 -1.46
76 C -3.56 -0.63 -2.76
77 C -2.80 -1.21 -3.77
78 C -1.61 -1.86 -3.46
79 C -1.18 -1.93 -2.15
80 H -1.19 -2.22 2.93
81 H -0.79 -3.62 1.96
82 H 1.39 -3.11 2.39
83 H 0.99 -1.49 2.98
84 H 3.29 -1.90 2.97
85 H 5.69 -1.55 3.40
86 H 7.12 -0.51 1.68
87 H 6.13 0.24 -0.45
88 H 3.71 -0.04 -0.87
89 H 3.14 -1.97 -1.86
90 H 3.31 -3.87 -3.40
91 H 1.94 -5.90 -3.04
92 H 0.42 -6.02 -1.08
93 H 0.26 -4.15 0.47
94 H -3.47 -3.50 2.63
95 H -4.60 -5.69 2.54
96 H -4.74 -6.93 0.40
97 H -3.75 -5.95 -1.65
98 H -2.61 -3.77 -1.56
99 H -3.69 -0.18 -0.69
100 H -4.49 -0.13 -3.00
101 H -3.14 -1.17 -4.80
102 H -1.02 -2.32 -4.25
103 H -0.25 -2.44 -1.94